# 1
Here is a molecular structure, C21H19IrN9O7 from OMol25. Energies are from ωB97M-V/def2-TZVPD.

Its net charge is +1. The calculation puts the molar mass at 701.656 g mol⁻¹. The HOMO energy is -0.4154 hartree. For the energy relative to the best compared isomer or geometry (same formula, charge and spin), the calculation gives 35.3 kcal per mole. The calculation puts the LUMO energy at -5.3 eV.

Element x y z (Å)
Ir (-0.0756, 1.7969, -0.0818)
N (2.9177, 3.4264, -2.5459)
C (2.5447, 3.1545, -1.3009)
N (1.3924, 2.5048, -1.3621)
C (1.1323, 2.3997, -2.7001)
N (2.0357, 2.9590, -3.4523)
C (-0.0811, 1.6860, -3.0360)
C (-0.5451, 1.3746, -4.2976)
N (-1.6593, 0.6723, -4.4740)
C (-2.2925, 0.2640, -3.3887)
C (-1.8479, 0.5500, -2.0997)
N (-0.7479, 1.2839, -1.9285)
H (3.7407, 3.9213, -2.8562)
H (3.0852, 3.4345, -0.4117)
H (0.0032, 1.6970, -5.1742)
H (-3.1973, -0.3152, -3.5222)
H (-2.3730, 0.2326, -1.2142)
C (1.0807, -1.7532, -2.8974)
N (0.7205, -2.7683, -1.9415)
C (-0.3057, -3.6599, -2.4344)
C (0.4417, -2.2719, -0.6105)
C (1.6575, -1.6181, -0.0007)
C (2.8933, -2.2536, -0.1044)
C (4.0465, -1.6899, 0.4129)
C (3.9922, -0.4592, 1.0587)
C (2.7760, 0.1819, 1.1883)
C (1.6174, -0.3982, 0.6671)
H (1.3727, -2.2199, -3.8384)
H (1.9274, -1.1670, -2.5348)
H (0.2488, -1.0618, -3.1216)
H (0.0227, -4.1252, -3.3637)
H (-1.2647, -3.1488, -2.6342)
H (-0.4939, -4.4489, -1.7067)
H (0.1635, -3.1368, -0.0023)
H (-0.4179, -1.5797, -0.5665)
H (2.9359, -3.2031, -0.6228)
H (4.9888, -2.2136, 0.3227)
H (4.8875, -0.0209, 1.4794)
H (2.6807, 1.1156, 1.7315)
O (-2.3485, -0.9260, 6.7797)
N (-3.1362, -0.7191, 5.8831)
O (-4.2970, -1.0686, 5.8613)
C (-2.6365, 0.0192, 4.7068)
C (-1.3346, 0.4571, 4.6909)
C (-0.8823, 1.1511, 3.5808)
C (-1.7019, 1.3917, 2.4593)
O (-1.2584, 2.1245, 1.4487)
C (-3.0280, 0.9214, 2.5469)
C (-3.5057, 0.2595, 3.6571)
N (-3.9818, 1.1300, 1.4587)
O (-5.1347, 1.3295, 1.7524)
O (-3.5553, 1.0798, 0.3150)
N (0.4410, 1.7602, 3.5506)
O (0.4351, 0.2356, 0.9443)
O (1.1314, 1.4877, 4.4891)
H (-0.6749, 0.2863, 5.5310)
H (-4.5354, -0.0620, 3.7099)



# 2
Here is 2 unconnected molecules or ions with the total composition C21H19N3O3 from OMol25. Energies are from ωB97M-V/def2-TZVPD.

Its net charge is 0. The calculation puts the molar mass at 361.401 g mol⁻¹. The HOMO energy is -0.2480 hartree. For the energy relative to the best compared isomer or geometry (same formula, charge and spin), the calculation gives 41.9 kcal per mole. The calculation puts the LUMO energy at -2.2 eV.

Element x y z (Å)
C (-3.6420, 2.9874, 1.2052)
N (-2.3702, 2.3744, 0.8736)
C (-1.9368, 1.1737, 1.3381)
C (-0.6094, 0.9468, 0.9056)
C (0.1502, -0.1817, 1.2117)
C (1.4849, -0.4333, 0.7280)
C (1.7778, -0.4262, -0.6589)
C (3.0877, -0.5635, -1.1002)
C (4.1340, -0.7033, -0.1823)
C (5.5361, -0.8027, -0.6865)
C (3.8490, -0.7721, 1.1861)
C (2.5415, -0.7024, 1.6368)
C (-0.2264, 2.1427, 0.1327)
C (0.9472, 2.6147, -0.4392)
C (0.9254, 3.8274, -1.1530)
C (-0.2346, 4.6114, -1.2201)
C (-1.4017, 4.2074, -0.5519)
C (-1.3638, 2.9853, 0.1129)
H (-3.7307, 3.9169, 0.6418)
H (-4.4801, 2.3264, 0.9550)
H (-3.6890, 3.2076, 2.2800)
H (-2.5514, 0.4846, 1.9061)
H (-0.2272, -0.8192, 2.0199)
H (0.9529, -0.3022, -1.3706)
H (3.3144, -0.5522, -2.1694)
H (6.2314, -0.9802, 0.1364)
H (5.6574, -1.6015, -1.4288)
H (5.8047, 0.1387, -1.1775)
H (4.6713, -0.9002, 1.8896)
H (2.2998, -0.7846, 2.6982)
H (1.8559, 2.0274, -0.3371)
H (1.8282, 4.1519, -1.6705)
H (-0.2108, 5.5522, -1.7721)
H (-2.3001, 4.8222, -0.5458)
C (-1.5426, -2.6723, 0.1426)
C (-2.9183, -2.4040, -0.0385)
O (-3.5380, -1.3712, 0.2697)
N (-3.6392, -3.4460, -0.6461)
C (-3.1591, -4.6837, -1.0639)
O (-3.8478, -5.5312, -1.6021)
N (-1.8044, -4.8401, -0.7910)
C (-0.9317, -3.8989, -0.2148)
O (0.2615, -4.2062, -0.0797)
H (-0.9220, -1.9106, 0.5570)
H (-4.6188, -3.2897, -0.8318)
H (-1.4150, -5.7199, -1.0951)



# 3
Here is a molecular structure, C21H19N3OS3Sn from OMol25. Energies are from ωB97M-V/def2-TZVPD.

Its net charge is +2. The calculation puts the molar mass at 544.315 g mol⁻¹. The HOMO energy is -0.4883 hartree. The calculation puts the LUMO energy at -7.2 eV.

Element x y z (Å)
Sn (-1.1308, 1.8292, -2.7220)
C (-4.3384, 0.6188, -2.7238)
C (-3.5445, -0.6445, -2.8076)
C (-4.1913, -1.8861, -2.9324)
C (-3.4549, -3.0392, -2.9568)
C (-2.0523, -2.9689, -2.8432)
C (-1.2418, -4.1204, -2.7778)
C (0.1189, -4.0090, -2.6870)
C (0.7148, -2.7416, -2.6821)
C (-0.0584, -1.6095, -2.7330)
S (0.8040, -0.0388, -2.7295)
C (-1.4656, -1.6727, -2.7902)
N (-2.2221, -0.5430, -2.7676)
H (-5.3702, 0.4019, -2.4617)
H (-4.3395, 1.1333, -3.6916)
H (-3.9213, 1.2943, -1.9632)
H (-5.2659, -1.9246, -2.9984)
H (-3.9280, -4.0054, -3.0469)
H (-1.7190, -5.0880, -2.7911)
H (0.7464, -4.8828, -2.6202)
H (1.7892, -2.6545, -2.6257)
C (2.5186, -1.4394, 7.3063)
C (1.6290, -1.0946, 6.1730)
O (1.0154, -1.8197, 5.4563)
S (1.6560, 0.7117, 5.8828)
C (1.1233, 0.7650, 4.2090)
C (0.0300, 0.0354, 3.7389)
C (-0.2130, -0.0366, 2.3855)
C (0.6151, 0.6499, 1.4877)
C (1.6470, 1.4715, 1.9763)
C (1.8939, 1.5232, 3.3234)
C (0.4991, 0.4914, 0.1097)
C (0.4386, 0.4641, -1.1114)
H (2.1774, -2.3538, 7.7846)
H (2.5764, -0.6269, 8.0249)
H (3.5210, -1.6135, 6.9110)
H (-0.6150, -0.4838, 4.4270)
H (-1.0328, -0.6316, 2.0118)
H (2.2585, 2.0223, 1.2774)
H (2.7031, 2.1241, 3.7079)
N (3.0000, 4.2080, -3.0795)
C (2.0885, 4.3972, -2.1427)
N (2.3991, 4.9938, -1.0034)
S (0.4640, 3.8740, -2.4055)
H (3.9422, 4.5600, -2.9851)
H (2.7437, 3.7754, -3.9538)
H (3.3075, 5.4082, -0.8419)
H (1.6833, 5.1785, -0.3172)



# 4
Here is a molecular structure, C21H20Cl3F5KNO5P2S from OMol25. Energies are from ωB97M-V/def2-TZVPD.

Its net charge is -2. The calculation puts the molar mass at 700.855 g mol⁻¹. The HOMO energy is -0.0970 hartree. For the energy relative to the best compared isomer or geometry (same formula, charge and spin), the calculation gives 9.0 kcal per mole. The calculation puts the LUMO energy at 4.2 eV.

Element x y z (Å)
K (0.1240, -1.1874, -0.9815)
C (-3.7610, -2.5196, 1.0378)
P (-2.4481, -1.2432, 1.1264)
C (-1.9139, -1.4583, 2.8738)
C (-3.4238, 0.3178, 1.3203)
C (-4.8069, 0.3340, 1.4833)
C (-5.5053, 1.5255, 1.6200)
C (-4.8243, 2.7324, 1.5951)
C (-3.4485, 2.7304, 1.4158)
C (-2.7362, 1.5446, 1.2709)
P (-0.9102, 1.5494, 0.9389)
C (-0.3322, 2.7696, 2.1907)
C (-0.8802, 2.5849, -0.5799)
H (-4.4548, -2.5056, 1.8825)
H (-3.2515, -3.4842, 1.0150)
H (-4.2957, -2.4095, 0.0943)
H (-2.7561, -1.4694, 3.5709)
H (-1.2295, -0.6515, 3.1387)
H (-1.3454, -2.3871, 2.9395)
H (-5.3582, -0.5973, 1.4948)
H (-6.5825, 1.5094, 1.7407)
H (-5.3612, 3.6680, 1.6985)
H (-2.9241, 3.6786, 1.3719)
H (-0.8637, 3.7218, 2.1378)
H (0.7306, 2.9472, 2.0194)
H (-0.4442, 2.3433, 3.1886)
H (-1.3623, 3.5544, -0.4365)
H (-1.3927, 2.0326, -1.3699)
H (0.1572, 2.7073, -0.8950)
Cl (4.3615, -1.7037, 2.8978)
C (2.6716, -1.5173, 2.3742)
Cl (2.5067, 0.0619, 1.5584)
Cl (1.6407, -1.5262, 3.8294)
C (2.2126, -2.6377, 1.3251)
O (3.1319, -3.2708, 0.8089)
O (0.9839, -2.6624, 1.1512)
F (-1.5348, -0.9613, -3.1582)
C (-2.3581, -1.8515, -2.3807)
F (-3.3486, -0.9638, -1.8618)
C (-3.1325, -2.5997, -3.4522)
F (-3.8085, -1.8456, -4.3657)
F (-2.3213, -3.4009, -4.1751)
F (-4.0692, -3.4018, -2.8871)
O (5.0989, 2.5542, -4.2338)
S (4.8113, 2.4904, -2.8160)
O (5.4444, 3.5102, -2.0070)
N (3.2384, 2.3745, -2.5229)
C (2.9052, 1.1881, -1.9948)
O (1.7685, 0.8339, -1.6635)
C (4.0993, 0.2722, -1.7984)
C (4.1311, -0.9985, -1.2573)
C (5.3611, -1.6289, -1.1126)
C (6.5317, -0.9963, -1.5221)
C (6.4983, 0.2792, -2.0790)
C (5.2655, 0.8883, -2.2005)
H (3.2384, -1.5031, -0.9183)
H (5.3845, -2.6078, -0.6510)
H (7.4848, -1.4971, -1.3959)
H (7.4030, 0.7836, -2.3938)